Molecular formula: C59H137N5O19
Method: DFT, wB97M-V/def2-TZVPD

- Energy above the lowest of the compared OMol25 structures with the same formula, charge and spin: 14.86 kcal/mol
- Calculated total energy: -109747.11686 eV
- Total charge: 0
- Gap between HOMO and LUMO: 8.12 eV
- E_HOMO: -7.99 eV
- SMILES: CC1(C)CCCC(C)(C)N1O.CC1(C)CCCC(C)(C)N1O.CC1(C)CCCC(C)(C)N1O.CC1(C)CCCC(C)(C)N1O.CC1(C)CCCC(C)(C)N1O.OCCO.OCCO.OCCO.OCCO.OCCO.OCCO.OCCO

Each line ends with the Mulliken charge.
Geometry (Å):
O (-2.722, -7.841, 0.167)  -0.531
O (-1.402, 1.153, 4.642)  -0.106
O (-3.915, -5.058, -0.200)  -0.439
O (1.225, 7.059, -2.136)  -0.561
O (-3.664, -1.272, -6.042)  -0.492
O (-1.652, -5.744, 4.060)  -0.493
O (5.667, 0.052, 2.639)  -0.684
O (6.451, 1.005, 0.283)  -0.461
O (1.798, 0.836, -4.190)  -0.473
O (1.692, -5.919, 4.637)  -0.595
O (5.406, 3.005, 2.597)  -0.458
O (-3.769, -0.557, 2.817)  -0.554
O (-5.002, 6.273, -1.956)  -0.499
O (2.778, 4.651, -1.407)  -0.401
O (0.874, 4.227, -3.402)  -0.569
O (-3.401, -3.141, 1.686)  -0.864
O (0.228, -0.448, -1.717)  0.733
O (6.087, -4.986, -1.798)  -0.591
O (4.731, 3.282, -0.111)  -0.720
N (5.538, -3.950, -2.591)  1.103
N (-1.250, 0.685, 5.931)  0.385
N (0.693, -0.754, -0.440)  0.792
N (-4.623, 5.421, -0.923)  0.292
N (-4.409, -1.073, -4.844)  0.302
C (4.507, 0.724, 3.045)  0.776
C (-2.412, -1.145, -3.294)  -1.225
C (7.828, -3.088, -3.128)  -1.671
C (2.843, -1.786, -1.279)  -0.336
C (-4.997, 0.260, -4.811)  1.600
C (-6.684, 6.057, 0.366)  -1.989
C (-2.504, -2.074, 1.450)  1.754
C (-1.702, 0.836, 8.363)  -1.122
C (-3.833, -1.621, -3.586)  2.157
C (1.894, 2.232, -4.239)  -0.424
C (5.018, 2.065, 3.622)  -0.858
C (-6.754, 4.014, -1.025)  -1.423
C (1.677, 6.687, -0.888)  -0.520
C (-1.496, 2.967, 6.923)  -1.694
C (1.235, -0.144, 1.857)  -0.031
C (2.066, 1.281, -0.054)  -0.018
C (-3.420, 1.487, 6.695)  -1.929
C (4.174, -3.268, -4.578)  -0.855
C (-5.367, 4.032, 1.039)  -1.542
C (3.011, 5.981, -0.939)  -0.323
C (0.883, 0.406, 0.419)  3.742
C (-3.816, 3.626, -2.434)  -1.461
C (-2.047, -6.565, 0.378)  -0.368
C (0.768, -4.904, 4.219)  0.334
C (-5.210, 0.105, -2.234)  0.600
C (-3.822, -3.189, -3.772)  -1.715
C (-5.887, 0.425, -3.554)  -1.870
C (5.170, -2.142, -4.860)  -1.192
C (6.422, -2.777, -2.625)  1.319
C (-2.163, 5.289, -1.448)  -2.111
C (-4.441, 2.954, 0.599)  -0.022
C (2.303, -1.273, 1.870)  0.161
C (5.817, -1.606, -3.542)  -0.315
C (-0.210, 0.647, 8.624)  -0.694
C (0.741, -3.150, -1.097)  -1.460
C (-4.003, 1.388, -4.968)  -1.249
C (0.242, -1.113, 5.283)  -0.933
C (0.341, -0.322, 7.605)  -1.337
C (1.848, -2.401, 0.990)  -1.404
C (0.088, 0.146, 6.135)  2.294
C (-3.501, 4.519, -1.214)  2.470
C (5.710, 1.238, -0.882)  -0.116
C (3.728, -5.344, -3.365)  -1.741
C (-5.802, 4.906, -0.195)  1.451
C (-3.184, 3.564, -0.002)  -0.419
C (-2.493, -1.163, 2.678)  0.229
C (-4.703, -1.357, -2.326)  -1.307
C (5.792, -5.253, -4.797)  -1.851
C (1.479, -1.981, -0.446)  1.649
C (-2.644, -5.590, -0.605)  0.661
C (4.884, -4.444, -3.845)  1.418
C (-0.653, -5.011, 4.814)  -0.229
C (-5.978, 0.369, -6.005)  -2.015
C (1.217, 1.118, 5.652)  -1.340
C (0.596, 2.870, -3.769)  0.417
C (-0.420, 1.231, 0.442)  -1.587
C (5.405, 2.737, -1.199)  -0.296
C (6.490, -2.220, -1.176)  -1.694
C (-1.920, 1.499, 6.983)  1.417
H (-0.235, -1.246, 7.680)  0.261
H (3.332, 5.863, 0.099)  0.248
H (3.329, -2.759, -1.354)  0.494
H (-2.654, -6.011, -1.611)  0.301
H (1.898, 1.826, -0.985)  -0.946
H (1.404, -0.423, 7.821)  0.450
H (-2.517, -5.594, 4.448)  0.293
H (-2.220, -6.235, 1.405)  0.300
H (-5.556, -2.026, -2.203)  0.622
H (3.156, -4.953, -2.524)  0.140
H (-2.213, 0.760, 4.301)  0.113
H (-0.957, -3.990, 5.054)  0.061
H (-1.717, -0.400, 2.661)  -0.941
H (5.072, -1.079, -2.944)  -0.370
H (8.273, -3.744, -2.379)  0.415
H (-0.984, -6.789, 0.310)  0.338
H (-7.056, 6.700, -0.432)  0.354
H (-7.562, 5.619, 0.840)  0.390
H (-3.939, 4.208, -3.349)  0.731
H (-2.414, -0.103, -2.971)  -0.186
H (-1.931, 5.915, -0.587)  0.535
H (3.604, -1.266, -0.693)  -1.004
H (-0.397, 2.051, 1.161)  0.602
H (3.207, -0.737, 1.566)  -0.595
H (-6.337, 1.393, -6.083)  0.387
H (3.749, 6.510, -1.541)  0.280
H (-5.594, 5.658, -2.411)  0.446
H (-4.785, -3.674, -3.932)  0.448
H (6.569, -0.873, -3.837)  0.560
H (-6.280, 1.443, -3.548)  0.471
H (1.557, 4.205, -2.719)  0.426
H (0.953, 6.261, -2.603)  0.414
H (-1.287, 0.612, 0.678)  -0.062
H (1.735, 0.629, 2.440)  0.098
H (-3.157, 1.309, -4.284)  -0.039
H (-3.903, -2.161, -6.321)  0.385
H (-4.363, 2.417, -4.955)  0.345
H (-1.928, -1.781, -2.553)  -0.070
H (6.173, 0.771, -1.755)  0.314
H (-6.782, -0.369, -5.975)  0.459
H (-6.751, -0.230, -3.683)  0.530
H (4.139, 0.088, 3.851)  0.229
H (3.348, -2.925, -3.956)  -0.037
H (4.120, -6.291, -2.987)  0.459
H (6.199, -6.031, -4.146)  0.400
H (-4.442, -5.822, 0.053)  0.288
H (-4.648, 2.939, -2.291)  -0.005
H (-1.986, -4.717, -0.631)  -0.651
H (2.205, 0.934, 6.080)  0.397
H (0.147, -0.909, 4.217)  -1.407
H (0.350, 1.582, 8.568)  0.312
H (7.294, 1.425, 0.078)  0.302
H (-5.950, 0.094, -1.430)  0.723
H (8.424, -2.174, -3.142)  0.420
H (-0.617, -5.475, 5.803)  0.423
H (-1.478, -2.450, 1.384)  -0.284
H (-3.745, 1.674, 5.672)  0.340
H (-4.086, -1.559, -1.449)  -0.133
H (-4.897, 2.227, -0.074)  -0.471
H (-2.679, 2.644, -0.299)  -0.782
H (-3.669, -7.682, 0.170)  0.291
H (-3.473, -3.574, -2.812)  -0.060
H (3.370, 4.013, -0.988)  0.189
H (-7.702, 3.809, -0.525)  0.451
H (2.753, 2.570, -3.657)  -0.163
H (-3.169, -3.446, -4.607)  0.552
H (-0.430, 3.188, 6.905)  0.316
H (2.158, 2.574, -5.244)  0.458
H (-3.281, -3.849, 1.040)  0.250
H (-0.234, 2.917, -4.473)  0.535
H (1.035, -0.180, -2.176)  -0.164
H (-3.540, 1.320, -5.955)  0.504
H (2.611, -3.169, 0.856)  0.834
H (3.087, -5.589, -4.212)  0.456
H (2.561, -1.587, 2.882)  0.375
H (-2.313, 5.868, -2.360)  0.446
H (-6.148, 6.671, 1.090)  0.435
H (7.825, -3.516, -4.129)  0.260
H (5.170, 3.042, 0.718)  0.392
H (3.812, 0.744, 2.202)  -0.503
H (6.323, 3.283, -1.432)  0.434
H (0.927, 6.052, -0.409)  0.130
H (-2.958, 2.973, -2.610)  -0.150
H (5.366, -5.201, -1.199)  0.348
H (4.777, 2.683, -2.089)  0.111
H (5.235, -5.831, -5.535)  0.444
H (-0.019, 0.182, 9.593)  0.447
H (0.282, -2.862, -2.043)  0.221
H (-3.935, 2.194, 7.346)  0.432
H (0.276, -0.498, 2.233)  -1.574
H (4.793, 0.682, -0.674)  0.082
H (2.500, 1.979, 0.663)  0.666
H (4.274, 2.600, 4.220)  0.345
H (4.816, -1.371, -5.547)  0.492
H (1.368, -4.034, -1.207)  0.311
H (-2.217, -0.126, 8.371)  0.366
H (-0.089, -3.470, -0.462)  -0.359
H (1.147, -3.941, 4.566)  0.043
H (1.210, 0.636, -4.925)  0.289
H (1.008, 2.146, 5.958)  0.133
H (2.702, -1.281, -2.234)  0.158
H (-1.761, -1.121, -4.171)  0.587
H (6.583, -4.675, -5.268)  0.283
H (-0.574, 1.631, -0.560)  -0.156
H (6.934, -1.223, -1.188)  0.339
H (2.875, 0.596, -0.316)  -1.228
H (-6.295, 3.645, 1.466)  0.456
H (0.609, -4.842, 3.140)  0.020
H (-5.491, 0.006, -6.912)  0.410
H (1.850, 7.521, -0.204)  0.424
H (-0.571, -1.763, 5.616)  0.675
H (0.228, 2.392, -2.857)  -0.471
H (-4.978, 4.663, 1.841)  0.320
H (6.080, 0.455, 1.862)  0.438
H (1.352, 1.197, 4.573)  0.068
H (5.505, -1.963, -0.776)  0.288
H (-2.036, 3.442, 7.743)  0.458
H (-4.410, -1.243, 3.027)  0.377
H (-2.344, -1.730, 3.601)  0.604
H (5.947, -2.564, -5.503)  0.467
H (-2.679, -1.491, 0.543)  -0.435
H (3.762, -3.664, -5.506)  0.570
H (-7.068, 4.458, -1.974)  0.369
H (-1.299, 4.639, -1.586)  0.131
H (-6.392, 3.016, -1.268)  0.172
H (-4.143, 2.347, 1.458)  0.486
H (5.881, 1.934, 4.274)  0.399
H (5.927, 3.703, 3.002)  0.218
H (-2.596, 4.032, 0.788)  0.863
H (0.946, -2.756, 1.492)  -0.454
H (1.159, -1.695, 5.389)  0.476
H (-4.471, 0.852, -1.945)  -0.636
H (-2.094, 1.477, 9.154)  0.424
H (6.886, -2.893, -0.417)  0.413
H (-1.881, 3.447, 6.022)  0.313
H (-3.798, 0.489, 6.928)  0.388
H (2.496, -5.830, 4.119)  0.320